No. 1
ORCA calculation (ωB97M-V/def2-TZVPD) on a molecular structure, C5H4S in a non-equilibrium geometry.

Its energy is -16077.6697 eV. The lowest unoccupied orbital energy is -0.0201 Eh. As for the spin multiplicity: 1. As for the net charge: 0. The calculation puts the energy above the lowest of the compared OMol25 structures with the same formula, charge and spin at 5.660 eV. For the HOMO energy, the calculation gives -0.3031 hartree.

Last column: Mulliken charge in e.
Cartesian coordinates (Å):
C -1.702 -1.173 0.121  0.35
C -2.586 -0.209 -0.015  -0.45
C -0.414 -1.509 -0.011  -0.60
C -0.071 0.275 -0.410  0.25
C 1.286 0.849 0.013  -1.02
S -1.541 1.124 0.023  0.05
H 0.422 -2.142 -0.091  0.45
H 1.114 1.844 0.105  0.39
H 2.089 0.635 -0.681  0.27
H 1.403 0.307 0.945  0.30

Cartesian forces, eV/Å:
C 0.4702 0.3423 -0.1897
C 0.6720 -0.8279 0.5550
C -1.1334 5.7800 -1.5459
C -0.0164 -3.3174 1.5284
C -1.3502 -3.6812 -0.7989
S 0.2966 -1.0842 -0.7488
H 0.1672 -0.9448 0.1838
H 0.0390 3.2052 0.7230
H 0.0624 -0.0775 -0.1337
H 0.7925 0.6056 0.4268

=====

No. 2
ORCA calculation (ωB97M-V/def2-TZVPD) on a molecular structure, C3H5O3Y in a non-equilibrium geometry.

Its energy is -10367.7646 eV. The lowest unoccupied orbital energy (spin up / spin down) is -0.2087 / -0.2167 Eh. As for the spin multiplicity: 2. As for the net charge: +1. The calculation puts the energy above the lowest of the compared OMol25 structures with the same formula, charge and spin at 0.000 eV. For the HOMO energy (spin up / spin down), the calculation gives -0.4256 / -0.5315 hartree.

Last column: Mulliken charge in e.
Cartesian coordinates (Å):
H 4.168 -1.072 0.001  -0.20
O -0.470 1.196 -0.854  -0.27
C 0.369 1.220 0.239  0.49
C -1.528 0.297 -0.561  -0.34
O 1.609 1.538 0.060  -0.61
O 0.275 -0.111 0.830  -0.36
C -0.852 -0.794 0.277  -0.24
H -1.938 -0.079 -1.504  0.30
H -2.318 0.813 0.005  0.28
H -0.499 -1.634 -0.336  0.25
H -1.492 -1.166 1.085  0.26
Y 2.675 -0.207 0.759  1.44

Cartesian forces, eV/Å:
H 0.2508 -0.2047 -0.4080
O 0.8527 0.2525 0.5706
C -1.2280 -0.0376 -0.9959
C -0.5439 -0.0793 0.1024
O 1.3651 -0.5673 0.1454
O 1.1194 -0.5488 0.5008
C -0.7671 -0.4906 -0.2374
H 0.1453 0.1362 0.2505
H 0.2337 -0.1527 -0.1587
H -0.1037 0.1955 0.1294
H 0.2159 0.0940 -0.1906
Y -1.5403 1.4028 0.2915

=====

No. 3
ORCA calculation (ωB97M-V/def2-TZVPD) on a molecular structure, C30H76ClF3N2O12Pt in a non-equilibrium geometry.

Its energy is -83805.8003 eV. The lowest unoccupied orbital energy (spin up / spin down) is -0.0068 / -0.0074 Eh. As for the spin multiplicity: 3. As for the net charge: 0. For the HOMO energy (spin up / spin down), the calculation gives -0.2888 / -0.2949 hartree.

Last column: Mulliken charge in e.
Cartesian coordinates (Å):
Pt 15.279 8.851 10.145  3.23
C 17.266 7.789 12.646  0.20
O 17.646 9.185 12.669  -0.42
O 16.256 7.569 11.687  -0.84
C 18.501 6.789 12.727  0.58
F 19.258 7.013 13.837  -0.30
F 18.278 5.458 12.707  -0.25
F 19.378 7.114 11.772  -0.26
C 17.969 9.843 13.980  -0.44
C 17.745 11.381 13.904  -0.98
H 16.696 11.490 13.625  0.07
H 17.943 11.912 14.835  0.44
H 18.287 11.888 13.106  0.26
H 19.032 9.680 14.157  0.29
H 17.477 9.417 14.855  0.45
H 16.691 7.636 13.559  -0.20
Cl 13.833 10.183 11.785  -0.72
C 13.625 11.096 15.548  -1.09
C 12.408 10.527 16.359  1.53
C 11.927 11.547 17.340  -1.41
C 11.131 12.669 16.652  -0.38
C 9.929 11.970 15.860  -1.57
C 10.319 10.782 14.900  2.15
N 11.307 9.917 15.519  -0.06
O 11.712 8.845 14.717  -0.24
C 8.932 10.102 14.610  -1.59
C 10.713 11.462 13.578  -1.14
C 13.057 9.347 17.252  -1.65
H 14.344 11.599 16.194  0.59
H 13.338 11.725 14.705  -0.07
H 14.059 10.255 15.008  0.11
H 11.254 11.136 18.093  0.44
H 12.760 12.069 17.812  0.42
H 11.859 13.132 15.986  0.04
H 10.627 13.321 17.365  0.43
H 9.475 12.729 15.223  0.32
H 9.128 11.686 16.543  0.55
H 8.196 10.124 15.414  0.34
H 8.449 10.504 13.719  0.21
H 9.028 9.050 14.341  0.26
H 9.944 12.071 13.103  0.65
H 11.612 12.060 13.725  -0.03
H 11.129 10.703 12.916  -0.20
H 13.311 8.470 16.657  0.13
H 12.485 9.160 18.160  0.42
H 13.959 9.856 17.591  0.44
H 12.314 9.276 14.106  0.21
C 8.216 9.993 6.636  -2.03
C 8.496 10.223 8.153  1.99
C 10.028 10.395 8.306  -1.68
C 10.551 10.880 9.698  1.26
C 9.894 12.197 9.968  -1.84
C 8.378 12.218 9.895  1.73
N 7.882 11.521 8.650  0.32
O 6.521 11.643 8.482  -0.48
C 7.814 11.524 11.190  -1.38
C 7.892 13.670 9.836  -2.10
C 7.883 9.076 8.910  -1.56
H 8.384 10.898 6.053  0.45
H 7.162 9.801 6.438  0.43
H 8.805 9.190 6.193  0.35
H 10.406 9.377 8.215  0.51
H 10.445 11.080 7.567  0.43
H 11.623 11.051 9.793  -0.04
H 10.219 10.156 10.443  -0.65
H 10.292 12.900 9.236  0.38
H 10.267 12.443 10.963  0.43
H 8.343 10.619 11.491  -0.01
H 7.733 12.227 12.019  0.50
H 6.802 11.121 11.239  0.39
H 8.308 14.251 10.660  0.38
H 8.220 14.130 8.904  0.50
H 6.812 13.773 9.935  0.43
H 6.817 9.223 9.084  0.35
H 8.197 9.079 9.953  0.14
H 8.083 8.090 8.490  0.45
H 6.459 12.233 7.728  0.35
C 14.293 14.421 13.415  -0.64
O 14.145 13.796 12.120  -0.55
H 13.321 14.682 13.833  0.26
H 14.823 13.759 14.100  0.19
H 14.908 15.316 13.323  0.37
H 13.738 12.946 12.304  0.17
C 14.233 6.490 14.375  -0.72
O 14.292 5.890 13.109  -0.65
H 15.211 6.383 14.845  0.47
H 14.096 7.559 14.214  0.17
H 13.502 5.928 14.957  0.39
H 15.039 6.274 12.644  0.19
C 17.905 11.374 9.997  -0.79
O 16.973 10.397 10.536  -0.37
H 18.567 10.941 9.247  0.26
H 17.317 12.122 9.465  0.27
H 18.461 12.012 10.684  0.19
H 17.159 10.198 11.457  0.10
C 10.945 6.813 11.919  -0.69
O 11.483 7.634 10.897  -0.63
H 11.180 6.994 12.968  0.17
H 9.873 6.960 11.789  0.32
H 11.236 5.829 11.550  0.34
H 11.580 8.531 11.225  0.11
C 17.843 7.235 9.042  -0.78
O 16.642 7.898 8.647  -0.40
H 18.557 7.963 9.430  0.18
H 17.686 6.470 9.802  0.12
H 18.343 6.815 8.170  0.55
H 16.760 7.991 7.699  0.23
C 17.047 14.977 10.563  -0.42
O 15.856 14.514 9.912  -0.53
H 16.691 15.504 11.448  0.22
H 17.773 14.207 10.823  0.08
H 17.515 15.744 9.945  0.27
H 15.256 14.201 10.593  0.47
C 14.523 11.113 8.113  -0.17
O 14.310 9.742 8.438  -0.34
H 15.091 11.223 7.190  0.27
H 13.528 11.530 7.958  0.22
H 15.070 11.608 8.916  -0.17
H 13.629 9.473 7.816  0.22
C 14.145 5.760 9.737  -0.82
O 13.908 7.097 9.924  -0.10
H 13.824 5.248 10.645  0.35
H 13.710 5.391 8.808  0.26
H 15.209 5.539 9.645  0.15
H 13.116 7.163 10.463  0.31

Cartesian forces, eV/Å:
Pt 0.3477 -0.2945 2.0692
C -3.3261 0.0159 0.5102
O 0.7423 0.1422 1.6245
O 2.2766 -0.2991 0.2492
C 1.0122 1.2587 -0.1044
F -1.0130 0.0203 0.6802
F -0.5589 1.0591 -0.3259
F 0.0410 -0.4711 -1.3757
C 1.2994 0.3408 -0.8628
C -0.9931 -1.0936 -0.8342
H -0.2561 0.3715 0.2337
H 0.0043 -0.3626 0.0853
H 0.3835 -0.3185 0.0189
H 0.0857 -0.2221 -0.0802
H -0.6207 -0.2447 -0.4355
H 0.6225 -0.1640 0.8884
Cl -0.0011 -0.2409 -0.1403
C -1.0838 -0.7328 -0.7775
C 1.2751 -2.3956 -0.0812
C -1.5620 1.5923 0.0570
C -1.2507 -2.1648 -0.9296
C 1.4729 0.6259 0.0884
C -2.1605 1.6914 0.0608
N -0.5922 1.0596 1.9853
O 0.1225 0.6062 0.1147
C 0.4180 -1.0600 -0.3479
C 1.8010 -0.6826 0.0642
C -0.1966 1.9277 -0.7876
H 0.0053 -0.1364 -0.1080
H -0.1489 0.4970 0.3146
H 0.5841 -0.1267 0.2797
H 0.2667 -0.3921 0.1600
H 0.2747 -0.5824 0.2962
H -0.5074 0.6753 -0.1444
H 0.6017 0.3808 -0.0516
H -0.0981 0.0180 -0.1023
H 0.3401 -0.2416 0.3428
H 0.2947 0.1892 0.2510
H 0.1017 0.4793 0.1631
H 0.3937 -0.2087 0.1480
H -0.0063 -0.3284 0.1777
H -0.1157 0.5624 0.1792
H -0.5270 -0.1438 -0.5978
H -0.1813 0.0364 0.1974
H -0.3038 -0.3717 -0.3592
H 0.3775 -0.4649 0.1626
H 0.5542 -0.3060 -0.8769
C -0.5948 1.0146 0.1931
C -0.4887 1.5415 -0.0768
C 0.6383 -0.8302 1.4319
C -1.6632 -0.4211 -1.0796
C 0.4026 0.1937 0.0831
C -1.7747 -1.3934 0.4588
N 3.0906 0.4527 -0.6475
O -0.8439 -0.4212 0.0902
C -0.4210 -0.0293 0.3085
C -0.0299 0.0187 0.1615
C -0.0020 -0.4262 1.4209
H 0.4819 0.1763 0.0969
H -0.0997 -0.3790 0.3148
H 0.0765 -0.0641 0.3221
H 0.3599 -0.0626 -0.6685
H -0.2241 -0.2047 -0.3742
H 0.1109 -0.5571 -0.3258
H 0.2562 -0.1261 0.1879
H 0.0249 0.3388 0.0553
H -0.4636 0.7942 0.0861
H 0.7080 0.3520 0.0647
H 0.7338 0.1385 0.1870
H -0.4665 0.3064 -1.2239
H 0.2368 -0.0863 0.0663
H -0.0286 0.0085 -0.0623
H -0.0230 -0.2405 -0.1827
H -0.2227 -0.0215 -0.8352
H 0.6388 -0.2080 0.0401
H -0.0474 0.0446 -0.0831
H -0.2910 0.0876 -0.0767
C 0.2047 -0.2333 -0.4440
O 0.1405 0.6278 0.8681
H -0.0276 0.0657 0.0298
H -0.0584 -0.1344 0.0938
H -0.1855 0.0189 -0.2558
H -0.0052 -0.5129 -0.3920
C 0.8829 -0.0885 -0.4244
O -0.4456 -0.8788 -0.5622
H 0.1050 -0.0832 0.5092
H -0.6871 0.1659 0.6498
H -0.2024 0.6502 0.0861
H 0.3459 0.4183 -0.5572
C -1.2245 0.2148 -0.8742
O 0.8252 1.5407 -1.0893
H 0.1708 -0.3252 0.3020
H -0.2582 -0.0442 -0.1791
H 0.0518 -0.7820 0.6634
H 0.3682 -0.4445 0.6760
C -1.2229 -0.5018 -1.0035
O 1.0761 0.7461 0.1695
H 0.6677 0.2296 -0.2618
H -0.3472 -0.5853 0.4778
H -0.2804 -0.3050 0.7914
H 0.2048 0.4250 0.0339
C 1.1859 0.0666 0.3206
O 0.6720 -0.8910 -0.6837
H -0.1466 0.0936 0.3146
H -0.3552 0.1901 -0.1865
H -0.2511 -0.3094 -0.0946
H -0.7044 0.4609 -0.0788
C -1.3044 0.6796 0.0514
O 1.0531 -0.1395 -0.5624
H 0.5275 -0.0317 0.4279
H -0.1028 -0.1597 -0.0399
H 0.0623 -0.2408 -0.2249
H -0.2759 -0.1838 0.3776
C -0.1476 0.6025 -0.1277
O -0.1551 0.6011 -1.1622
H 0.1077 -0.1238 -0.0740
H 0.1880 0.5755 0.1818
H -0.3071 -0.0938 0.0645
H -0.1673 -0.8234 0.3456
C 1.0834 -1.8314 0.0680
O 0.0821 1.4889 -0.5296
H -0.2206 -0.5236 -0.2958
H -0.4779 -0.1450 0.1167
H 0.2078 0.3356 0.0992
H -0.9220 0.7214 0.3734